Entry 1:
DFT (ωB97M-V with the def2-TZVPD basis set) results for CH3IN4 in the gas phase in a non-equilibrium geometry.

```
9
Properties=species:S:1:pos:R:3:forces:R:3:lowdin_charge:R:1
I -2.703969 0.524710 0.074922 0.619 -0.028 -0.549 0.63
C -0.678147 0.027168 -0.735126 2.226 0.313 5.258 -0.67
N -0.345812 -1.322298 -0.395567 0.667 -0.730 0.515 -0.07
N 0.636751 -1.375824 0.416968 -1.655 -1.379 -1.398 -0.04
N 1.073737 -0.225616 0.772546 0.395 1.682 1.559 -0.09
N 0.431249 0.812698 0.061103 -0.910 -0.935 -2.987 -0.02
H -0.554011 0.152922 -1.735780 -0.591 0.894 -2.861 0.03
H 2.070815 -0.250528 1.055284 -1.064 0.745 -0.545 0.16
H 0.069383 1.656767 0.485650 0.314 -0.562 1.007 0.07
```
Positions in Å, forces in eV/Å.

Total charge: 0
E (Ha): -556.5069
ΔE to the lowest compared entry with this formula, charge and spin (kJ/mol): 187.6
Highest occupied orbital energy (eV): -8.7
Frontier orbital gap (Ha): 0.3166


Entry 2:
DFT (ωB97M-V with the def2-TZVPD basis set) results for a 2-piece molecular cluster, CH3IN4 overall in a non-equilibrium geometry.

```
9
Properties=species:S:1:pos:R:3:forces:R:3:lowdin_charge:R:1
C 0.642495 -1.314175 0.305651 0.013 -0.294 0.192 -0.04
N 0.453467 2.603697 -0.157529 -0.621 1.042 1.086 0.02
N 0.001042 3.288417 0.573757 0.643 -0.974 -1.075 0.04
N 0.121821 -0.376295 -0.429494 0.528 -0.364 0.267 -0.32
N -1.079428 -0.011434 -0.712703 -0.799 0.823 -0.651 -0.56
I -2.622355 -1.039282 0.125972 0.311 -0.181 0.132 0.68
H 0.000000 -1.997324 0.826676 -0.194 -0.045 0.045 0.00
H 1.706847 -1.407771 0.370847 0.238 0.180 -0.127 0.06
H 0.776107 0.254166 -0.903178 -0.119 -0.185 0.131 0.12
```
Positions in Å, forces in eV/Å.

Total charge: 0
E (Ha): -556.5587
ΔE to the lowest compared entry with this formula, charge and spin (kJ/mol): 51.5
Highest occupied orbital energy (eV): -8.0
Frontier orbital gap (Ha): 0.3082


Entry 3:
DFT (ωB97M-V with the def2-TZVPD basis set) results for an isolated ion of composition CH3INO and charge -1 in a non-equilibrium geometry.

```
7
Properties=species:S:1:pos:R:3:forces:R:3:lowdin_charge:R:1
C -0.671268 0.235215 0.003329 1.502 2.262 2.898 -0.33
N 0.469645 -0.463799 0.537557 2.012 -5.103 -2.902 -0.50
O 0.688446 -1.791814 -0.290662 -1.371 4.672 2.850 -0.50
I 2.327198 0.824495 -0.042996 -0.213 0.122 0.113 0.20
H -0.753716 0.312140 -1.020818 0.460 0.670 -2.514 0.02
H -1.481111 -0.400454 0.228478 -1.339 -0.479 1.071 0.04
H -0.579191 1.284216 0.585114 -1.051 -2.144 -1.516 0.09
```
Positions in Å, forces in eV/Å.

Total charge: -1
E (Ha): -467.4912
ΔE to the lowest compared entry with this formula, charge and spin (kJ/mol): 410.2
Highest occupied orbital energy (alpha / beta) (eV): -3.2 / -3.2
Frontier orbital gap (alpha / beta) (Ha): 0.2454 / 0.2454


Entry 4:
DFT (ωB97M-V with the def2-TZVPD basis set) results for an isolated ion of composition CH3INO and charge -1 in a non-equilibrium geometry.

```
7
Properties=species:S:1:pos:R:3:forces:R:3:lowdin_charge:R:1
C 0.490760 -0.494059 0.243036 -1.434 1.050 -0.328 -0.27
N -0.561283 0.004323 -0.650290 -5.328 -1.388 3.885 -0.45
O -1.731726 -0.174940 0.280476 3.613 0.935 -4.140 -0.42
I -0.174294 2.343290 -1.101940 0.156 0.361 0.057 0.04
H 0.034680 -0.380232 1.222170 0.482 -0.790 0.361 0.06
H 0.658873 -1.474438 -0.155773 0.501 -0.775 0.396 0.06
H 1.282989 0.176057 0.162321 2.010 0.606 -0.231 -0.02
```
Positions in Å, forces in eV/Å.

Total charge: -1
E (Ha): -467.5097
ΔE to the lowest compared entry with this formula, charge and spin (kJ/mol): 361.5
Highest occupied orbital energy (alpha / beta) (eV): -3.2 / -3.5
Frontier orbital gap (alpha / beta) (Ha): 0.2514 / 0.2556


Entry 5:
DFT (ωB97M-V with the def2-TZVPD basis set) results for a 2-piece molecular cluster, CH3IO2 overall.

```
7
Properties=species:S:1:pos:R:3:forces:R:3:lowdin_charge:R:1
C -1.251973 0.034695 -0.271520 -0.315 -0.077 0.716 -0.14
O -0.864946 1.018804 0.323030 -0.412 -0.642 -0.645 -0.11
O 1.686135 -1.464187 0.419695 -0.194 -0.246 -0.074 -1.01
I 2.275205 0.226869 -0.001895 0.709 -0.122 -0.109 1.26
H -2.013591 -0.637635 0.214968 0.480 0.361 -0.474 0.10
H -0.890881 -0.264913 -1.286724 -0.048 0.265 0.494 0.09
H 1.060053 1.086366 0.602444 -0.220 0.460 0.093 -0.19
```
Positions in Å, forces in eV/Å.

Total charge: 0
E (Ha): -487.9118
ΔE to the lowest compared entry with this formula, charge and spin (kJ/mol): 433.3
Highest occupied orbital energy (eV): -8.9
Frontier orbital gap (Ha): 0.3265


Entry 6:
DFT (ωB97M-V with the def2-TZVPD basis set) results for an isolated ion of composition CH3IO2P and charge -1 in a non-equilibrium geometry.

```
8
Properties=species:S:1:pos:R:3:forces:R:3:lowdin_charge:R:1
O 2.082518 -1.029554 -2.070119 -0.806 -3.180 -2.799 -0.64
P 2.185868 0.030479 -1.115700 -0.574 4.026 3.732 0.28
I 3.255425 -1.087405 0.995685 0.691 -0.185 0.564 -0.02
C 0.270663 -0.137878 -0.076933 2.562 -1.755 2.205 -0.45
O -0.605204 0.605845 0.806678 0.597 -0.680 -0.418 -0.17
H 0.555066 -1.104297 0.512521 -0.886 1.704 -1.170 -0.01
H -0.136220 -0.402612 -0.990316 -1.839 -0.537 -1.759 -0.03
H -0.577778 1.536988 0.629385 0.256 0.607 -0.356 0.04
```
Positions in Å, forces in eV/Å.

Total charge: -1
E (Ha): -829.4811
ΔE to the lowest compared entry with this formula, charge and spin (kJ/mol): 305.4
Highest occupied orbital energy (eV): -3.5
Frontier orbital gap (Ha): 0.2535


Entry 7:
DFT (ωB97M-V with the def2-TZVPD basis set) results for an isolated ion of composition CH3IO3P and charge -1 in a non-equilibrium geometry.

```
9
Properties=species:S:1:pos:R:3:forces:R:3:lowdin_charge:R:1
C 0.034166 0.070866 -0.364276 2.033 -3.096 0.091 -0.28
O -0.944581 0.748135 -0.965873 -3.547 2.387 0.070 -0.36
P -2.152262 1.475216 -0.054810 0.318 -0.368 -1.753 -0.06
O -2.885068 2.414533 -0.919669 0.097 -0.143 -0.103 -0.40
O -1.700143 1.748326 1.301643 0.620 0.123 1.152 -0.39
I -3.579004 -0.585918 0.115212 -0.263 -0.298 0.081 0.26
H -0.131058 -0.619494 0.473396 -1.158 0.462 0.339 0.07
H 0.820909 0.706018 -0.016075 0.929 0.423 -0.119 0.07
H 0.307173 -0.679816 -1.135071 0.970 0.510 0.242 0.09
```
Positions in Å, forces in eV/Å.

Total charge: -1
E (Ha): -904.8508
ΔE to the lowest compared entry with this formula, charge and spin (kJ/mol): 0.0
Highest occupied orbital energy (eV): -5.1
Frontier orbital gap (Ha): 0.3042


Entry 8:
DFT (ωB97M-V with the def2-TZVPD basis set) results for CH3IO3S as an isolated structure in a non-equilibrium geometry.

```
9
Properties=species:S:1:pos:R:3:forces:R:3:lowdin_charge:R:1
C 0.091434 -0.004153 -0.068671 1.530 0.733 0.926 -0.08
O 1.810029 1.397146 1.407747 0.523 1.353 3.738 -0.27
O 2.027533 1.700315 -1.020521 -0.187 -0.168 0.123 -0.31
O 2.833605 -0.805556 -0.022139 -2.724 2.746 0.257 -1.03
S 1.669933 0.931898 0.123606 0.509 -4.620 -3.987 0.62
I 4.654052 -0.197145 0.045131 1.071 0.094 0.017 0.88
H 0.406931 -1.039385 -0.291522 -0.502 0.387 0.929 0.08
H -0.532755 0.353703 0.785357 0.567 -1.166 -0.489 0.09
H -0.291995 0.398790 -0.951643 -0.787 0.641 -1.515 0.03
```
Positions in Å, forces in eV/Å.

Total charge: 0
E (Ha): -961.3943
ΔE to the lowest compared entry with this formula, charge and spin (kJ/mol): 179.3
Highest occupied orbital energy (eV): -9.0
Frontier orbital gap (Ha): 0.3103


Entry 9:
DFT (ωB97M-V with the def2-TZVPD basis set) results for CH3IO3S as an isolated structure in a non-equilibrium geometry.

```
9
Properties=species:S:1:pos:R:3:forces:R:3:lowdin_charge:R:1
C -1.281710 0.275528 0.048019 -1.335 -1.057 -2.117 -0.23
O -0.442274 -1.917663 0.851458 0.508 -1.477 1.550 -0.49
O 1.069271 -0.615150 -0.787913 -1.454 -1.255 -1.287 -0.96
O 2.954317 1.644949 -0.432918 -0.331 -0.114 -0.069 -0.89
S -0.440750 -1.295803 -0.436737 -0.104 2.671 -1.080 0.83
I 2.313679 0.180539 0.409052 1.235 0.644 1.416 1.62
H -2.356205 -0.059701 0.267931 1.776 0.983 0.201 0.09
H -0.626022 0.695115 0.743529 0.388 -0.013 2.391 -0.02
H -1.190308 1.092190 -0.662424 -0.683 -0.380 -1.005 0.05
```
Positions in Å, forces in eV/Å.

Total charge: 0
E (Ha): -961.3247
ΔE to the lowest compared entry with this formula, charge and spin (kJ/mol): 362.1
Highest occupied orbital energy (eV): -9.1
Frontier orbital gap (Ha): 0.3080


Entry 10:
DFT (ωB97M-V with the def2-TZVPD basis set) results for CH3IOS in the gas phase in a non-equilibrium geometry.

```
7
Properties=species:S:1:pos:R:3:forces:R:3:lowdin_charge:R:1
S -1.447168 1.762698 -0.165761 0.941 0.785 -0.049 0.71
O -0.746737 0.429437 0.482432 1.750 -0.877 -1.099 -0.80
C 0.298314 -0.421535 -0.331310 -3.249 -0.136 2.715 -0.65
I 2.330845 0.239304 0.044825 -1.103 -0.329 -0.329 0.71
H -0.519974 2.747755 0.198790 -0.679 -0.868 -0.262 -0.12
H -0.026043 -1.364924 0.313044 1.630 1.461 -2.014 0.10
H -0.030870 -0.418869 -1.403552 0.710 -0.036 1.038 0.05
```
Positions in Å, forces in eV/Å.

Total charge: 0
E (Ha): -810.9451
ΔE to the lowest compared entry with this formula, charge and spin (kJ/mol): 109.9
Highest occupied orbital energy (eV): -9.2
Frontier orbital gap (Ha): 0.3421


Entry 11:
DFT (ωB97M-V with the def2-TZVPD basis set) results for CH3IOS2 as an isolated structure in a non-equilibrium geometry.

```
8
Properties=species:S:1:pos:R:3:forces:R:3:lowdin_charge:R:1
C -0.810921 0.200154 -0.277184 0.418 -1.890 -0.149 -0.87
O 1.436497 0.868782 0.863445 1.014 1.339 1.141 -0.49
S 1.849883 -0.576036 -1.509466 0.635 -0.926 -1.440 0.34
S 0.934590 -0.161220 0.025365 -2.925 -0.849 2.535 0.07
I -1.828860 0.448258 1.542584 -0.127 -0.223 0.148 0.85
H -0.914230 1.117112 -0.770815 -0.025 1.108 -1.147 0.00
H -1.120803 -0.702123 -0.849994 -0.361 0.888 0.353 0.04
H 0.453845 -1.194927 0.976064 1.371 0.552 -1.441 0.06
```
Positions in Å, forces in eV/Å.

Total charge: 0
E (Ha): -1209.1291
ΔE to the lowest compared entry with this formula, charge and spin (kJ/mol): 168.0
Highest occupied orbital energy (eV): -9.9
Frontier orbital gap (Ha): 0.3621


Entry 12:
DFT (ωB97M-V with the def2-TZVPD basis set) results for CH3IOS2 in the gas phase in a non-equilibrium geometry.

```
8
Properties=species:S:1:pos:R:3:forces:R:3:lowdin_charge:R:1
C 1.256693 0.332890 -0.228494 -1.920 -1.263 -0.885 -0.28
O -0.909733 -0.817802 1.530460 0.382 0.076 1.307 -0.65
S -0.066348 -0.781393 -1.207052 1.302 0.996 0.822 0.42
S -1.548822 -1.056841 0.262636 0.044 -0.051 -1.151 0.12
I -3.066227 0.866497 -0.121634 -0.040 0.126 -0.050 0.35
H 1.149433 1.335361 -0.611180 0.033 0.161 -0.025 0.02
H 2.214584 -0.116138 -0.439182 0.123 -0.090 -0.064 0.02
H 0.970420 0.237424 0.814448 0.076 0.045 0.047 0.01
```
Positions in Å, forces in eV/Å.

Total charge: 0
E (Ha): -1209.1805
ΔE to the lowest compared entry with this formula, charge and spin (kJ/mol): 33.1
Highest occupied orbital energy (eV): -9.3
Frontier orbital gap (Ha): 0.3088


- The highest ΔE to the lowest compared entry with this formula, charge and spin belongs to which entry?
  CH3IO2


- The highest E belongs to which entry?
  number 3


- Which value of ΔE to the lowest compared entry with this formula, charge and spin does entry 1 give?
  187.6 kJ/mol